1.
25
Properties=species:S:1:pos:R:3:mulliken_charge:R:1 method="wB97M-V/def2-TZVPD" charge=+1 fmax_ev_per_a=10.6 homo_lumo_gap_ha=0.33443 relative_energy_kcal_mol=259.1 molar_mass_g_mol=167.110 total_energy_ev=-21042.203 homo_energy_ev=-12.93
Na 0.100 -0.078 0.004 0.7861
O 0.455 1.631 0.857 -0.7302
H -0.432 1.288 0.966 0.4047
H 0.332 2.491 0.454 0.2651
O -1.515 0.688 -0.813 -0.4446
H -2.424 0.980 -0.882 0.2464
H -1.164 0.785 -1.698 0.2224
O 0.964 0.882 -1.553 -0.7179
H 0.838 0.391 -2.365 0.3236
H 0.490 1.702 -1.693 0.3347
O -1.251 -1.371 0.107 -0.7116
H -1.201 -1.011 0.992 0.5239
H -2.104 -1.085 -0.220 0.3546
O -0.953 0.312 1.451 -0.7105
H -0.705 0.572 2.338 0.3729
H -1.903 0.427 1.424 0.3752
O 2.308 0.424 -0.058 -0.7224
H 1.909 1.002 -0.709 0.4302
H 2.424 -0.409 -0.516 0.3334
O 0.617 -1.227 1.599 -0.5700
H 0.254 -2.086 1.815 0.3227
H 0.642 -0.761 2.435 0.3046
O 0.671 -1.537 -1.101 -0.4913
H 0.791 -2.437 -0.796 0.2447
H 0.858 -1.576 -2.039 0.2532



2.
27
Properties=species:S:1:pos:R:3:mulliken_spin:R:1 method="wB97M-V/def2-TZVPD" charge=0 fmax_ev_per_a=2.9 homo_lumo_gap_ha="0.20071 / 0.26410" molar_mass_g_mol=227.062 spin_multiplicity=2 s2=0.7552 total_energy_ev=-46421.917 homo_energy_ev="-5.71 / -7.47"
O -0.227 -0.100 0.485 0.0278
V -0.050 -0.121 -1.117 0.9812
O -0.244 -1.610 -1.612 0.0142
O 0.210 0.194 3.648 0.0006
H 0.533 0.201 4.549 -0.0001
H 0.497 -0.650 3.297 0.0005
O -0.435 -4.033 0.261 -0.0002
H 0.294 -3.659 0.756 -0.0002
H -0.085 -4.160 -0.621 0.0002
O 0.553 0.555 -3.164 -0.0031
H -0.182 0.743 -3.747 0.0014
H 1.296 0.419 -3.753 0.0014
O -2.101 0.602 -1.634 0.0074
H -2.564 1.015 -2.363 -0.0036
H -2.728 -0.027 -1.277 0.0014
O -2.880 -0.289 1.088 -0.0016
H -2.361 -0.359 1.889 0.0002
H -3.404 -1.090 1.070 0.0001
O 1.114 2.401 2.350 0.0000
H 1.906 1.998 1.993 0.0003
H 0.587 1.662 2.656 -0.0002
O 0.536 2.096 -0.974 -0.0007
H 0.157 2.916 -0.658 0.0014
H 1.479 2.204 -0.849 0.0002
O 2.321 -0.341 -0.851 -0.0376
H 2.791 0.462 -0.625 0.0023
H 2.983 -1.030 -0.797 0.0067